C46H58O4SW as an isolated structure. Source: the OMol25 dataset; level of theory: ωB97M-V with the def2-TZVPD basis set.

The geometry in XYZ format:
```
110
Properties=species:S:1:pos:R:3:forces:R:3
W -0.369 0.077 -0.482 -0.863 0.064 0.542
C -2.890 2.529 -1.692 -0.029 -0.020 -0.063
O -1.955 1.797 -0.870 0.050 0.026 0.057
C -0.823 2.432 -0.359 -0.074 0.060 -0.105
C 0.324 2.773 -1.133 -0.008 -0.100 -0.025
C 0.506 2.542 -2.631 0.027 0.039 -0.018
C 1.250 1.258 -2.949 0.030 -0.058 -0.042
C 2.599 1.162 -3.221 -0.046 0.041 -0.003
C 3.228 -0.083 -3.379 -0.003 -0.002 -0.010
C 2.458 -1.246 -3.292 -0.036 -0.034 -0.002
C 1.100 -1.194 -3.016 0.032 0.071 -0.028
C 0.220 -2.402 -2.753 0.004 -0.035 -0.031
C 0.107 -2.725 -1.266 -0.005 0.067 -0.006
C 1.141 -3.435 -0.680 -0.012 0.007 0.014
C 1.170 -3.757 0.676 -0.005 -0.003 -0.028
C 0.076 -3.391 1.470 -0.002 0.047 -0.025
C -0.999 -2.691 0.962 0.051 -0.004 0.079
C -2.189 -2.407 1.869 -0.005 -0.028 -0.003
C -3.017 -1.137 1.764 0.038 0.176 0.036
C -4.387 -1.121 2.003 0.017 -0.016 0.045
C -5.100 0.075 2.089 -0.053 -0.011 -0.006
C -4.402 1.280 1.973 0.048 0.025 0.014
C -3.036 1.321 1.727 -0.019 -0.118 0.043
C -2.263 2.631 1.750 -0.001 0.034 0.014
C -0.941 2.786 1.016 0.044 0.004 0.027
C 0.155 3.336 1.627 -0.049 -0.028 -0.006
C 1.348 3.606 0.924 0.036 0.019 -0.046
C 1.390 3.342 -0.436 -0.019 -0.004 0.002
C 2.537 4.176 1.678 0.023 0.026 0.009
C 2.933 3.170 2.772 -0.004 0.009 -0.003
C 2.132 5.513 2.320 -0.003 -0.011 -0.002
C 3.744 4.412 0.771 -0.024 -0.008 0.000
C -2.410 0.095 1.595 -0.148 -0.057 -0.083
O -1.085 0.085 1.225 0.458 -0.022 -0.426
C -6.609 0.110 2.332 -0.033 -0.001 0.010
C -7.287 0.858 1.174 0.019 -0.004 0.014
C -7.215 -1.291 2.419 0.021 0.011 0.004
C -6.889 0.843 3.652 -0.004 -0.007 -0.012
C -0.936 -2.306 -0.395 -0.079 -0.104 -0.085
O -1.968 -1.458 -0.811 -0.014 -0.014 0.003
C -3.111 -1.947 -1.550 -0.025 0.015 -0.055
C 2.378 -4.490 1.240 0.015 -0.024 0.014
C 2.241 -4.774 2.735 -0.003 0.010 -0.014
C 2.546 -5.826 0.498 -0.004 0.014 0.004
C 3.621 -3.612 1.016 -0.005 -0.014 0.003
C 0.546 0.063 -2.836 0.150 0.012 -0.172
O -0.750 0.136 -2.352 0.251 -0.008 0.338
C 4.730 -0.121 -3.642 0.010 -0.010 0.004
C 5.027 0.622 -4.954 -0.004 0.000 0.015
C 5.454 0.573 -2.477 0.007 -0.005 -0.006
C 5.264 -1.549 -3.760 -0.011 0.017 0.006
H -3.251 3.392 -1.133 0.021 -0.004 0.016
H -2.427 2.847 -2.623 0.003 -0.016 0.001
H -3.708 1.846 -1.895 -0.003 0.016 0.005
H -0.452 2.536 -3.147 0.008 -0.011 0.016
H 1.078 3.387 -3.014 -0.016 0.006 0.006
H 3.188 2.068 -3.298 0.001 0.012 0.000
H 2.928 -2.211 -3.422 -0.001 -0.009 -0.002
H -0.760 -2.237 -3.198 0.008 0.000 0.011
H 0.657 -3.273 -3.239 -0.015 -0.003 0.006
H 1.964 -3.742 -1.314 0.005 0.005 -0.012
H 0.063 -3.662 2.516 -0.003 0.006 0.009
H -2.862 -3.267 1.805 -0.016 0.021 -0.061
H -1.794 -2.433 2.889 -0.030 -0.051 0.002
H -4.900 -2.063 2.143 0.006 -0.012 -0.001
H -4.939 2.214 2.088 0.010 0.016 -0.004
H -2.930 3.422 1.392 0.002 -0.012 -0.020
H -2.068 2.873 2.798 -0.008 0.016 -0.010
H 0.095 3.586 2.678 -0.015 -0.010 0.008
H 2.282 3.576 -0.999 0.007 -0.003 -0.010
H 2.133 3.015 3.497 -0.008 -0.008 0.004
H 3.197 2.203 2.337 0.006 -0.008 0.005
H 3.801 3.547 3.313 0.006 0.004 0.006
H 1.307 5.402 3.025 -0.004 -0.001 0.005
H 2.980 5.920 2.870 0.008 0.003 0.002
H 1.840 6.240 1.561 -0.003 0.006 -0.002
H 4.095 3.485 0.313 0.007 -0.005 -0.009
H 3.529 5.138 -0.016 0.002 0.003 -0.008
H 4.564 4.813 1.365 0.004 0.000 0.008
H -7.100 0.356 0.223 -0.001 -0.001 -0.008
H -8.365 0.888 1.333 -0.007 0.002 0.001
H -6.937 1.888 1.094 0.002 0.006 -0.004
H -7.061 -1.859 1.500 0.000 -0.007 -0.004
H -6.809 -1.859 3.258 0.001 -0.008 0.001
H -8.290 -1.207 2.574 -0.004 0.003 0.002
H -6.534 1.874 3.631 0.004 0.009 0.002
H -7.963 0.869 3.841 -0.006 -0.001 0.000
H -6.409 0.335 4.490 0.002 -0.001 0.008
H -3.589 -2.731 -0.965 0.023 0.001 0.018
H -3.780 -1.099 -1.658 -0.006 -0.016 0.001
H -2.804 -2.321 -2.523 0.011 0.011 0.003
H 1.384 -5.414 2.953 -0.005 -0.003 0.003
H 3.131 -5.299 3.082 0.009 0.001 0.001
H 2.155 -3.856 3.319 -0.005 0.005 0.010
H 1.671 -6.464 0.635 -0.006 -0.005 -0.001
H 2.705 -5.688 -0.572 0.002 0.000 -0.007
H 3.413 -6.353 0.894 0.006 -0.004 0.005
H 3.510 -2.645 1.512 0.008 0.006 0.008
H 4.497 -4.108 1.432 0.008 -0.004 0.001
H 3.810 -3.435 -0.044 -0.002 0.009 -0.011
H 4.729 1.670 -4.907 -0.005 0.005 -0.004
H 6.097 0.592 -5.159 0.008 0.001 -0.001
H 4.508 0.156 -5.793 0.000 0.000 -0.011
H 5.173 1.623 -2.386 -0.008 0.009 -0.001
H 5.237 0.074 -1.531 0.003 -0.004 0.006
H 6.532 0.536 -2.642 0.006 0.004 0.003
H 4.813 -2.086 -4.595 -0.006 -0.009 -0.007
H 6.339 -1.515 -3.937 0.006 0.001 -0.001
H 5.103 -2.120 -2.843 -0.004 -0.008 0.007
S 1.630 -0.060 0.147 0.243 -0.006 0.014
```
Forces are in eV/Å.

- net charge = +2
- Kohn-Sham gap (eV) = 6.391

---

A 8-piece molecular cluster, C25H56O12S7 overall. Source: the OMol25 dataset; level of theory: ωB97M-V with the def2-TZVPD basis set.

The geometry in XYZ format:
```
100
Properties=species:S:1:pos:R:3:forces:R:3
C 3.389 -0.771 1.073 -0.379 0.482 -0.088
C 2.406 -1.717 0.251 0.973 -3.075 -1.580
O 2.869 -2.756 -0.280 -1.453 3.616 2.015
O 1.004 -1.494 0.092 2.524 0.612 -0.211
C 0.743 -0.348 -0.762 -1.170 1.761 -0.641
C -0.580 -0.596 -1.620 -0.513 -0.837 0.787
C -0.565 -1.913 -2.537 -0.312 0.588 -0.390
C 0.814 -2.204 -3.292 0.338 -1.559 0.020
C 0.938 -1.454 -4.712 -0.402 1.210 0.390
C 2.334 -0.747 -4.967 2.989 -0.513 -0.745
C 3.635 -1.252 -5.205 -2.174 1.786 0.420
C 4.619 -0.008 -5.387 2.155 -0.894 -0.028
O 5.834 0.037 -5.641 -4.689 -0.177 0.921
O 3.877 1.201 -5.154 -1.403 -1.881 -0.472
C 2.515 0.831 -5.026 -3.404 -0.142 0.421
O 1.513 1.569 -4.976 4.289 -1.579 -0.213
H 4.065 -0.190 0.345 -1.194 -0.898 0.927
H 2.837 -0.001 1.731 0.825 -1.345 -1.056
H 4.091 -1.429 1.697 -1.276 0.876 -0.922
H 0.532 0.566 -0.089 0.456 -1.265 -1.025
H 1.608 -0.080 -1.468 -0.957 -0.612 1.154
H -0.857 0.322 -2.239 0.749 -1.022 0.851
H -1.436 -0.746 -0.856 1.422 0.407 -1.292
H -0.956 -2.802 -1.922 1.058 1.219 -0.958
H -1.363 -1.745 -3.357 1.130 -0.347 1.209
H 0.816 -3.334 -3.533 0.033 1.804 0.443
H 1.750 -2.051 -2.635 -1.597 0.014 -0.962
H 0.144 -0.618 -4.711 1.343 -1.091 -0.136
H 0.616 -2.179 -5.538 0.900 1.043 1.020
H 3.926 -2.346 -5.241 -0.101 1.777 -0.045
C 3.188 5.124 -3.298 -0.044 0.111 0.119
S 4.185 3.630 -3.113 -0.067 0.017 0.152
O 3.817 3.005 -1.805 0.124 0.229 -0.255
C 5.760 4.484 -2.881 0.053 0.082 0.127
H 2.145 4.829 -3.418 0.120 -0.108 -0.005
H 3.288 5.752 -2.410 0.039 -0.083 -0.002
H 3.514 5.672 -4.184 0.018 -0.084 0.010
H 5.699 5.151 -2.019 -0.068 -0.049 -0.012
H 6.002 5.053 -3.780 -0.052 -0.063 -0.003
H 6.535 3.737 -2.706 -0.142 -0.023 -0.044
C -5.342 -0.607 0.551 -0.035 -0.140 0.020
S -3.871 0.349 0.979 0.115 -0.057 0.047
O -2.688 -0.551 0.815 -0.492 0.143 0.272
C -4.225 0.458 2.746 0.044 -0.101 0.129
H -5.311 -0.827 -0.517 0.091 0.073 0.074
H -5.356 -1.542 1.113 0.079 0.059 -0.002
H -6.235 -0.021 0.773 0.075 0.034 -0.005
H -4.308 -0.543 3.173 0.017 -0.018 -0.124
H -5.154 1.010 2.899 0.060 0.031 -0.066
H -3.405 0.991 3.229 -0.054 0.065 -0.173
C -0.185 2.000 4.524 0.090 0.027 -0.107
S -1.580 2.991 5.101 -0.011 0.035 -0.019
O -2.227 3.599 3.897 0.206 -0.115 0.197
C -0.585 4.276 5.888 0.089 0.106 -0.047
H -0.574 1.150 3.963 -0.055 0.083 0.049
H 0.456 2.600 3.875 -0.088 0.030 0.021
H 0.384 1.637 5.382 -0.087 0.026 0.012
H 0.080 4.734 5.154 -0.077 -0.089 -0.078
H -0.004 3.839 6.702 -0.136 -0.033 0.002
H -1.257 5.034 6.291 -0.027 -0.172 -0.014
C -1.056 -6.625 -6.293 0.124 0.064 0.074
S -0.235 -6.620 -4.685 -0.073 0.087 -0.027
O -0.274 -5.218 -4.167 0.073 -0.293 -0.290
C 1.428 -6.916 -5.322 0.108 0.058 -0.007
H -2.115 -6.418 -6.141 0.113 0.019 0.047
H -0.626 -5.854 -6.934 -0.074 -0.034 0.089
H -0.943 -7.606 -6.757 0.009 0.015 0.069
H 1.705 -6.126 -6.023 -0.097 0.014 0.030
H 1.461 -7.888 -5.817 -0.058 0.025 0.041
H 2.124 -6.914 -4.483 -0.137 0.013 0.000
C -3.941 4.195 10.347 0.088 0.089 0.052
S -3.765 3.169 8.872 0.073 -0.039 -0.009
O -2.320 3.179 8.490 -0.244 0.256 0.077
C -4.627 4.296 7.754 0.064 0.076 -0.077
H -3.434 3.697 11.175 -0.023 -0.078 -0.134
H -3.485 5.173 10.178 -0.001 -0.065 -0.079
H -4.999 4.310 10.587 0.032 -0.059 -0.051
H -4.128 5.267 7.746 0.033 -0.057 0.050
H -5.663 4.408 8.077 0.048 -0.056 0.028
H -4.605 3.869 6.751 0.057 -0.052 0.107
C -2.509 -3.051 -10.338 -0.036 0.087 0.079
S -1.501 -4.537 -10.155 -0.062 -0.014 0.137
O -1.860 -5.164 -8.847 0.134 0.294 -0.350
C 0.068 -3.673 -9.929 0.049 0.053 0.098
H -3.550 -3.353 -10.455 0.116 -0.085 0.010
H -2.411 -2.422 -9.451 0.042 -0.097 -0.002
H -2.190 -2.501 -11.226 0.018 -0.078 0.015
H 0.006 -3.006 -9.067 -0.081 -0.050 -0.014
H 0.304 -3.103 -10.829 -0.046 -0.057 0.006
H 0.849 -4.415 -9.756 -0.134 -0.021 -0.042
C 1.569 0.094 11.109 0.022 -0.110 -0.047
S 0.308 1.341 11.446 -0.207 -0.097 -0.146
O -1.020 0.657 11.411 0.412 0.173 -0.040
C 0.501 2.230 9.886 0.035 0.066 -0.053
H 1.598 -0.603 11.947 -0.073 0.108 -0.018
H 1.322 -0.449 10.194 -0.072 0.071 0.041
H 2.543 0.577 11.008 -0.062 0.033 0.032
H 0.319 1.556 9.047 -0.084 -0.022 0.095
H 1.509 2.645 9.825 0.007 -0.050 0.101
H -0.227 3.042 9.859 -0.035 -0.160 0.021
```
Forces are in eV/Å.

- Kohn-Sham gap (eV) = 8.164

---

A 2-piece molecular cluster, C3H12N2O overall. Source: the OMol25 dataset; level of theory: ωB97M-V with the def2-TZVPD basis set.

The geometry in XYZ format:
```
18
Properties=species:S:1:pos:R:3:forces:R:3
N 1.286 1.356 -0.382 0.054 -0.834 -0.145
C 0.145 0.488 -0.732 0.233 -0.385 0.617
C 0.412 -0.910 -1.272 -0.193 -0.573 0.155
N 1.097 -1.729 -0.295 0.032 1.323 0.021
C 1.660 -3.024 -0.479 -0.571 0.375 -0.765
H 1.353 2.116 -1.035 0.033 0.262 -0.251
H 2.134 0.806 -0.475 0.071 0.136 0.078
H -0.492 0.954 -1.462 -0.357 0.492 -0.119
H -0.444 0.312 0.180 -0.129 0.270 -0.214
H 0.947 -0.935 -2.223 0.106 0.250 -0.136
H -0.614 -1.273 -1.465 0.106 -0.230 -0.187
H 1.083 -1.320 0.615 0.061 -0.227 0.409
H 1.433 -3.352 -1.499 0.064 -0.040 0.077
H 1.182 -3.731 0.185 0.161 -0.546 0.303
H 2.742 -3.022 -0.378 0.296 -0.264 0.187
H -4.646 3.421 3.324 0.149 0.075 -0.073
H -4.032 2.473 2.323 0.203 -0.048 -0.155
O -3.877 3.349 2.725 -0.320 -0.038 0.197
```
Forces are in eV/Å.

- <S²> = 0.750
- multiplicity = 2
- net charge = -1
- Kohn-Sham gap (alpha / beta) (eV) = 1.907 / 8.747

---

C19H25N7NaO4S2 as an isolated structure. Source: the OMol25 dataset; level of theory: ωB97M-V with the def2-TZVPD basis set.

The geometry in XYZ format:
```
58
Properties=species:S:1:pos:R:3:forces:R:3
Na -0.439 -0.145 -0.057 0.038 0.321 0.079
N -2.571 0.785 1.771 0.247 -0.022 -0.189
C -1.783 1.054 2.971 -0.031 0.106 -0.039
C -0.466 1.799 2.760 -0.143 0.039 0.007
N 0.503 0.958 2.066 0.063 -0.154 0.181
C 1.848 1.514 2.030 -0.019 0.229 -0.124
C 2.003 2.506 0.879 0.058 -0.226 0.095
N 2.062 1.790 -0.396 0.039 0.133 -0.080
H -2.389 1.485 1.056 -0.108 0.005 0.001
H -2.329 -0.124 1.391 -0.155 -0.006 0.140
H -1.561 0.096 3.446 -0.102 0.012 0.090
H -2.396 1.646 3.660 0.084 -0.026 0.062
H -0.089 2.113 3.749 0.032 0.009 -0.036
H -0.648 2.706 2.173 0.013 -0.027 0.001
H 0.536 0.082 2.578 -0.020 -0.010 -0.010
H 2.550 0.693 1.863 0.032 0.004 0.077
H 2.113 2.012 2.978 -0.026 -0.069 0.012
H 2.892 3.125 1.053 -0.027 0.009 -0.016
H 1.135 3.165 0.870 0.085 0.072 0.032
H 3.003 1.781 -0.767 -0.001 0.018 0.002
H 1.456 2.234 -1.080 -0.041 -0.108 0.036
O 3.141 -1.146 -2.795 0.281 -0.192 0.117
C 2.107 -1.096 -1.928 -0.295 0.247 -0.279
O 1.124 -0.443 -2.150 0.162 -0.001 -0.082
C 2.300 -1.918 -0.708 0.175 -0.148 0.255
C 3.410 -2.722 -0.503 -0.052 0.036 -0.151
C 3.488 -3.427 0.693 -0.026 0.064 0.038
C 2.485 -3.268 1.629 0.064 -0.038 -0.061
C 1.399 -2.445 1.325 -0.112 0.027 0.217
N 1.311 -1.797 0.174 0.122 -0.060 -0.080
C 0.272 -2.193 2.352 0.103 -0.132 -0.106
O 0.610 -2.333 3.538 -0.058 -0.023 -0.063
O -0.816 -1.834 1.854 -0.070 0.041 0.001
H 2.916 -0.574 -3.539 -0.144 0.082 -0.027
H 4.179 -2.789 -1.258 0.008 -0.004 0.012
H 4.340 -4.066 0.891 -0.011 -0.015 0.015
H 2.510 -3.748 2.597 -0.019 0.017 0.012
C -3.543 5.090 -0.118 0.046 -0.148 -0.331
S -3.564 4.362 -1.778 0.064 -0.061 0.030
C -2.297 3.082 -1.583 0.257 -0.042 -0.094
S -0.862 3.384 -0.740 0.111 -0.094 0.383
N -2.589 2.020 -2.247 -1.343 0.487 -0.890
N -2.126 0.822 -2.010 0.917 -0.551 0.624
C -1.814 -0.005 -2.939 -0.133 0.679 -0.047
C -1.534 -1.380 -2.557 -0.014 -0.597 0.111
C -0.897 -2.266 -3.433 -0.116 0.120 -0.020
C -0.600 -3.543 -3.000 -0.053 -0.037 0.048
C -0.986 -3.931 -1.723 -0.013 0.027 -0.072
C -1.653 -3.002 -0.936 -0.005 -0.161 -0.009
N -1.910 -1.760 -1.327 0.101 -0.055 -0.092
H -4.033 6.059 -0.193 -0.002 0.013 0.045
H -2.506 5.202 0.191 -0.004 0.083 0.068
H -4.080 4.446 0.576 0.024 0.051 0.062
H -1.733 0.285 -3.987 -0.126 0.023 -0.002
H -0.622 -1.930 -4.425 0.030 0.011 0.007
H -0.077 -4.235 -3.650 -0.008 0.006 -0.012
H -0.777 -4.923 -1.347 -0.022 0.001 0.015
H -1.999 -3.257 0.059 0.141 0.032 0.039
```
Forces are in eV/Å.

- net charge = -1
- Kohn-Sham gap (eV) = 6.350

---

| no. | energy (eV) | largest force on an atom (eV/Å) |
| --- | --- | --- |
| 1 | -69481.6875 | 1.0 |
| 2 | -127241.4469 | 4.8 |
| 3 | -8331.0656 | 1.3 |
| 4 | -64820.3617 | 1.7 |